Below is the molecule C5H7P in a non-equilibrium geometry, with properties calculated with ωB97M-V with the def2-TZVPD basis set.

Properties
* LUMO energy: 0.06 eV
* calculated total energy: -535.9190 Eh

XYZ file:
```
13
Properties=species:S:1:pos:R:3:forces:R:3
C -3.81120 -0.74967 -0.10876 2.54 1.56 0.44
C -2.97186 0.12970 0.10427 0.83 0.47 -0.25
P -1.43433 1.61780 0.23277 -1.40 -2.50 -0.20
C -0.01202 0.70254 0.03245 -1.98 0.33 -0.22
C 1.25801 1.47267 -0.16791 0.97 -1.85 0.62
C 0.03507 -0.78100 -0.17016 -1.32 -1.33 -1.36
H -4.17592 -1.72759 -0.31626 -0.60 0.11 0.02
H 1.25058 2.53114 0.08425 -0.07 -0.11 -0.19
H 2.04580 0.91028 0.40590 -0.50 0.87 -0.08
H 1.56935 1.23579 -1.18819 -0.03 0.64 -0.23
H -0.86537 -1.32588 0.13641 -0.14 0.71 0.70
H 0.83361 -1.31276 0.35471 0.40 0.34 -0.57
H -0.12017 -1.08514 -1.27708 1.29 0.76 1.32
```
Forces are in eV/Å.

Mulliken population analysis, charges in e, atoms 1 to 6:
1 C 0.073
2 C -0.685
3 P 0.058
4 C 0.669
5 C -1.164
6 C -1.219

Below is a structure of composition C30H34IN10ORh, with properties calculated with ωB97M-V with the def2-TZVPD basis set.

Properties
* LUMO energy (spin up / spin down): -5.18 / -6.51 eV
* calculated total energy: -2194.0813 Eh
* spin multiplicity: 5
* total charge: +2
* expectation value of S²: 6.011

XYZ file:
```
77
Properties=species:S:1:pos:R:3:forces:R:3
Rh 0.31798 -0.29765 1.06551 0.08 -0.25 0.07
C -2.85994 -0.23742 4.22277 -0.02 0.01 0.00
C -1.80329 -0.61790 3.42025 0.01 -0.02 0.00
N -1.43144 0.10847 2.36180 0.01 0.06 -0.06
C -2.08694 1.23342 2.07269 0.00 0.13 0.10
C -3.12697 1.72745 2.85159 0.07 -0.04 -0.05
C -3.52798 0.94196 3.93102 0.03 0.00 0.03
C -3.84724 2.98137 2.56241 -0.01 0.13 0.02
C -3.41516 4.20926 2.25212 -0.06 -0.11 0.08
C -2.06074 4.77535 2.12259 0.12 0.04 -0.06
C -1.89790 6.14882 2.28502 0.01 -0.04 0.03
C -0.61438 6.65788 2.19187 -0.05 0.02 0.00
N 0.43996 5.88385 1.94358 0.06 0.03 0.00
C 0.18025 4.59600 1.78779 -0.03 -0.04 0.03
N -1.00209 3.99856 1.85817 -0.13 -0.20 -0.03
H -3.14949 -0.85033 5.06408 0.00 0.00 0.00
H -1.23685 -1.52045 3.61730 0.00 0.01 0.01
H -1.75325 1.78684 1.20928 0.02 0.07 -0.03
H -4.35376 1.26494 4.55257 -0.01 0.00 0.00
H -4.91879 2.89372 2.71121 -0.02 0.00 -0.04
H -4.19112 4.96235 2.17484 -0.02 0.00 -0.03
H -2.74002 6.79486 2.48835 -0.01 0.01 0.00
H -0.42257 7.71674 2.31660 0.00 0.01 0.00
H 1.02951 3.95278 1.57875 0.04 -0.04 -0.01
C -3.22038 -2.68294 -1.38066 -0.02 -0.01 0.00
N -2.32054 -3.48519 -0.55810 -0.01 0.00 0.02
C -2.54564 -4.92402 -0.49447 0.01 0.00 0.00
C -1.27952 -2.92409 0.01378 -0.04 -0.07 0.00
O -1.00927 -1.70948 -0.09495 0.09 0.15 -0.09
H -4.15813 -3.21988 -1.49418 0.00 0.00 0.01
H -2.78416 -2.51438 -2.36648 0.00 0.00 0.00
H -3.40424 -1.72515 -0.89996 0.02 0.00 -0.01
H -2.47248 -5.35510 -1.49257 0.00 0.00 0.00
H -3.53607 -5.12639 -0.09023 0.00 0.00 0.00
H -1.79790 -5.38551 0.14654 0.00 0.00 0.00
H -0.65094 -3.60006 0.60441 0.00 0.00 0.01
C 4.22682 3.11596 3.59574 0.01 0.00 0.00
N 2.95032 2.43705 3.40703 -0.02 -0.06 0.02
C 1.87287 2.48801 4.25201 -0.02 0.04 -0.01
C 0.90820 1.71209 3.68664 0.01 -0.01 0.03
N 1.38239 1.17683 2.51152 0.03 -0.01 -0.02
C 2.61556 1.63437 2.38472 -0.01 0.05 -0.02
H 4.05358 4.17512 3.76918 0.01 0.01 0.00
H 4.82458 2.99796 2.69585 0.01 -0.01 0.01
H 4.75835 2.68546 4.44145 0.00 0.01 0.00
H 1.88379 3.06896 5.15734 0.00 0.02 0.01
H -0.08767 1.52493 4.04626 -0.01 0.00 0.01
H 3.29591 1.41588 1.57877 0.01 -0.01 -0.01
N 5.59798 0.44550 -2.63306 0.04 -0.05 0.02
C 4.54837 0.79368 -2.32743 0.03 0.07 -0.06
C 3.23819 1.23120 -1.94114 -0.07 -0.02 0.07
C 2.60419 2.30248 -2.56261 0.00 -0.01 0.00
C 1.33858 2.66009 -2.12941 0.00 0.00 0.01
C 0.75255 1.93937 -1.10512 0.00 0.00 0.02
N 1.36336 0.90801 -0.50578 -0.07 0.09 -0.08
C 2.58473 0.56281 -0.91338 -0.02 0.06 -0.01
H 3.09683 2.83909 -3.36214 0.00 0.00 0.00
H 0.80957 3.48880 -2.57718 -0.01 0.00 0.00
H -0.23464 2.19692 -0.74032 0.00 0.02 0.01
H 3.05722 -0.27322 -0.41566 0.00 -0.03 -0.01
I 0.24570 -3.20812 -3.48575 -0.01 -0.05 -0.04
C 0.39087 -1.23309 -3.03400 -0.06 0.03 -0.06
H -0.40022 -0.80010 -2.44345 -0.01 0.00 0.04
H 1.03501 -0.63194 -3.65494 0.04 0.01 -0.01
N 2.10333 -2.61438 -0.41296 -0.10 0.02 -0.01
C 2.35547 -2.72273 0.92483 0.08 -0.05 0.01
C 3.27760 -3.66883 1.40257 -0.01 0.01 0.02
C 3.54953 -3.71914 2.74489 0.00 0.00 -0.02
C 2.90748 -2.83095 3.61432 -0.02 0.01 0.02
C 2.03128 -1.92893 3.07760 0.00 0.02 0.04
N 1.74999 -1.86145 1.75604 -0.06 0.05 0.02
H 2.44915 -3.34384 -1.01504 -0.01 0.00 -0.01
H 1.23583 -2.19394 -0.72288 0.08 -0.04 0.03
H 3.75948 -4.34034 0.70536 0.00 0.00 -0.01
H 4.25642 -4.44399 3.12541 0.00 0.00 0.01
H 3.09333 -2.84449 4.67762 0.00 0.00 0.00
H 1.52197 -1.20314 3.69810 0.01 0.01 0.01
```
Forces are in eV/Å.

Mulliken population analysis, charges in e, atoms 1 to 6:
1 Rh 1.061
2 C -0.853
3 C -0.739
4 N 0.163
5 C -0.406
6 C 0.705

Below is a cluster of 2 separate species, C10H28N4O6PS in total in a non-equilibrium geometry, with properties calculated with ωB97M-V with the def2-TZVPD basis set.

Properties
* LUMO energy: -5.05 eV
* calculated total energy: -1807.4477 Eh
* total charge: +1

XYZ file:
```
50
Properties=species:S:1:pos:R:3:forces:R:3
C 1.18322 2.71394 1.99322 0.08 1.28 0.29
S 1.80283 1.83966 0.44816 -5.60 -6.73 0.21
O 0.52469 1.36213 -0.25263 3.98 3.03 1.65
O 2.62070 0.62524 0.74151 -0.19 4.19 -0.53
N 2.48645 3.05025 -0.57031 1.01 1.36 -0.89
C 3.76987 3.19562 -0.95371 2.22 0.14 -0.61
N 4.12338 4.30559 -1.82276 -0.45 -2.18 3.21
N 4.77220 2.26747 -0.56652 -1.76 1.56 -1.17
C 5.70470 2.64326 0.50582 2.17 0.38 0.83
C 5.17331 2.57492 2.01339 0.30 -0.27 0.74
N 5.52107 3.85495 2.75541 -1.41 -0.73 -0.71
H 2.00055 2.78079 2.78318 -1.01 -0.20 -1.18
H 0.24790 2.18418 2.41215 1.71 0.37 -1.12
H 0.85693 3.77910 1.69069 0.59 -1.69 0.34
H 1.82853 3.77934 -0.92569 0.28 -1.12 0.22
H 3.88994 5.22027 -1.41095 -0.07 -0.41 -0.67
H 5.09802 4.24600 -2.14784 -0.60 -0.04 0.32
H 4.60200 1.27607 -0.72955 -0.46 0.35 0.55
H 6.14736 3.69280 0.30582 -0.87 -1.55 0.32
H 6.61512 1.93492 0.44582 -1.56 1.14 -0.15
H 5.72655 1.71012 2.54265 -1.01 1.36 -0.85
H 4.05693 2.38137 2.13609 1.38 -0.11 -0.72
H 4.99015 4.59884 2.26036 0.56 -0.37 0.55
H 5.03823 3.76992 3.67185 0.69 0.22 -0.64
O -5.18440 -2.68569 -0.78680 1.53 3.21 2.54
P -3.69944 -2.81965 -0.42675 0.16 -7.82 -4.83
O -3.12003 -2.97234 -1.97420 0.03 0.97 0.39
C -3.31944 -1.92393 -2.90849 -0.08 0.07 -0.34
C -2.28219 -0.82935 -2.74397 0.15 -0.04 0.12
O -3.73065 -4.42924 -0.02888 0.44 1.29 0.85
C -4.93614 -5.04161 0.41119 -0.54 -0.29 -0.16
C -5.64412 -5.71608 -0.75152 0.05 -0.12 -0.16
O -2.07071 -2.86742 0.11777 -2.27 2.47 1.52
C -1.46168 -1.68426 0.61406 0.68 0.25 0.09
C -2.41002 -0.75918 1.35094 -0.10 -0.15 0.04
H -4.32964 -1.51181 -2.82460 0.01 -0.09 0.03
H -3.22928 -2.36319 -3.90388 0.00 -0.12 0.10
H -2.44092 -0.28721 -1.80776 -0.01 0.10 0.00
H -2.33587 -0.11627 -3.56739 -0.03 0.03 0.02
H -1.27530 -1.25774 -2.71057 -0.12 0.03 -0.08
H -5.58602 -4.31853 0.91160 0.05 -0.04 -0.19
H -4.67059 -5.79535 1.15690 0.20 0.09 -0.05
H -5.76828 -5.04188 -1.60109 -0.07 0.11 0.20
H -6.62765 -6.08145 -0.44699 0.06 0.00 0.00
H -5.05380 -6.56313 -1.11153 -0.05 0.02 0.10
H -0.97091 -1.15972 -0.21008 -0.05 0.08 -0.02
H -0.66936 -1.99851 1.29953 -0.06 -0.13 -0.06
H -3.19149 -0.37591 0.68564 0.02 0.07 -0.06
H -1.86696 0.09731 1.75869 -0.08 -0.04 -0.04
H -2.90572 -1.28462 2.17199 0.09 0.04 0.00
```
Forces are in eV/Å.

Mulliken population analysis, charges in e, atoms 1 to 6:
1 C -0.735
2 S 0.999
3 O -0.601
4 O -0.530
5 N -0.153
6 C 0.334